[1]
Formula: C5H5NO
Source: the OMol25 dataset
Level of theory: ωB97M-V/def2-TZVPD

The LUMO energy comes out at 0.49 eV. The spin multiplicity is 1. Its orbital gap is 10.0731 eV.

Cartesian coordinates (Å):
H1 0.448 -2.856 -0.356
H2 1.646 1.219 -0.255
C1 1.778 0.354 0.505
C2 -0.594 0.931 0.154
C3 0.316 0.007 0.759
C4 -1.119 0.118 -0.748
H3 -0.665 1.990 0.348
O1 2.763 -0.328 0.642
N1 -0.236 -2.167 -0.815
H4 -1.850 0.297 -1.487
C5 -0.327 -1.029 -0.392
H5 0.105 -0.185 1.861


[2]
Formula: C26HBCl2F15N2O2
Source: the OMol25 dataset
Level of theory: ωB97M-V/def2-TZVPD

The LUMO energy comes out at 0.53 eV. As for the charge: -1. The spin multiplicity is 1. Its orbital gap is 5.3328 eV.

Cartesian coordinates (Å):
F1 -4.962 -3.610 0.706
F2 0.416 -2.691 0.635
C1 2.100 -1.706 -2.962
F3 -4.244 -1.658 2.499
C2 -3.175 -2.994 -0.713
C3 -3.564 -1.804 1.346
C4 0.084 -0.526 3.052
B1 -0.579 -0.247 -0.650
F4 -0.945 4.804 -3.174
F5 3.637 -3.483 -2.692
F6 -2.315 0.108 1.844
C5 3.140 2.181 2.624
F7 -3.004 0.999 -1.360
F8 0.537 0.008 -3.233
C6 -3.907 -2.817 0.465
C7 1.119 -0.905 -2.412
C8 -2.513 -0.946 1.013
F9 1.485 3.992 -2.200
F10 1.710 1.624 -0.960
C9 0.382 3.255 -1.948
Cl1 4.950 0.215 2.433
F11 -1.569 -2.229 -2.249
C10 -0.651 1.227 -1.041
C11 -1.761 -1.105 -0.156
C12 -1.989 2.929 -2.189
C13 0.873 0.394 2.207
C14 1.760 2.723 2.669
C15 0.693 1.778 2.608
F12 2.499 -1.519 -4.231
H1 0.418 0.250 1.231
F13 2.529 -4.096 -0.261
C16 0.622 -1.086 -1.122
C17 -1.877 1.744 -1.488
C18 1.061 -2.239 -0.461
C19 2.302 -0.121 2.218
Cl2 4.403 3.270 2.967
C20 2.091 -3.030 -0.957
O1 1.542 3.933 2.730
F14 -3.481 -3.988 -1.571
F15 -3.173 3.320 -2.690
N1 -1.595 2.706 3.283
C21 3.374 0.858 2.404
C22 -0.857 3.690 -2.425
C23 -2.151 -2.131 -1.019
C24 0.461 2.048 -1.271
C25 2.634 -2.736 -2.203
N2 -0.423 -1.329 3.725
O2 2.502 -1.311 2.065
C26 -0.588 2.253 2.914


[3]
Formula: C22H23Br2FeN3O3
Source: the OMol25 dataset
Level of theory: ωB97M-V/def2-TZVPD

The LUMO energy (spin up / spin down) comes out at -3.98 / -3.67 eV. As for the charge: +1. Its expectation value of S² is 0.849. The spin multiplicity is 2. Its orbital gap (spin up / spin down) is 6.9814 / 7.3802 eV.

Cartesian coordinates (Å):
C1 1.920 4.611 -1.827
H1 3.038 0.792 0.593
Fe1 -1.568 -1.377 -0.020
C2 2.847 -3.672 -1.251
H2 -3.834 2.163 2.738
Br1 1.868 -0.256 -3.372
H3 -0.302 1.153 -0.483
H4 1.883 1.149 -0.703
H5 -2.235 3.983 2.082
C3 -0.219 3.806 0.306
C4 -3.032 1.981 2.037
H6 -1.666 -3.043 2.856
O1 -0.759 4.825 -0.090
C5 -1.666 -3.932 2.221
H7 -3.578 -0.075 1.698
H8 -2.586 -3.926 1.638
H9 0.439 -5.659 2.190
C6 2.862 -2.625 -2.129
N1 1.116 3.610 0.300
H10 1.557 5.628 0.035
C7 2.556 1.594 0.032
C8 -1.049 1.426 0.250
C9 -2.897 0.733 1.462
O2 -3.535 -2.160 0.175
H11 -4.053 0.336 -1.555
H12 2.948 4.544 0.078
H13 2.304 3.657 -2.192
H14 3.332 2.129 -0.516
H15 3.690 -2.499 -2.812
H16 -1.661 -4.807 2.865
C10 0.542 -4.889 1.439
C11 1.635 -4.859 0.617
C12 1.762 -3.843 -0.352
H17 2.541 5.408 -2.235
C13 1.804 -1.692 -2.160
Br2 4.288 -4.886 -1.238
C14 -4.086 -0.739 -1.741
H18 1.099 1.965 1.582
C15 0.730 -1.815 -1.317
H19 -3.637 -0.903 -2.722
C16 -1.118 2.695 0.791
C17 1.935 4.666 -0.307
N2 -0.380 -2.963 0.406
C18 -3.250 -1.397 -0.722
H20 2.411 -5.608 0.708
O3 -0.311 -0.979 -1.275
C19 0.718 -2.910 -0.414
C20 -0.471 -3.919 1.320
H21 -5.110 -1.105 -1.713
H22 2.519 2.974 1.683
C21 1.814 2.523 0.980
H23 0.906 4.748 -2.200
C22 -2.141 2.981 1.686
N3 -1.922 0.461 0.581


| no. | F_max (hartree/bohr) |
| --- | --- |
| 1 | 0.08173 |
| 2 | 0.04748 |
| 3 | 0.01491 |